The following is a quantum chemistry calculation of a 4-piece molecular cluster, C28H47ClF9NO9PS overall, from the Open Molecules 2025 dataset.

```
97
Properties=species:S:1:pos:R:3:forces:R:3:lowdin_charge:R:1
C 4.378460 2.563707 2.975538 0.176 -8.624 -3.931 0.00
C 4.499565 1.268666 2.389597 -1.980 8.464 4.185 -0.12
C 4.211849 -0.246914 1.773042 2.127 1.540 2.139 -0.26
P 2.709057 -0.266233 0.536180 0.485 1.448 -0.071 0.54
O 1.981221 1.121516 1.339127 -1.046 -1.350 1.198 -0.31
C 3.620909 -1.771706 -0.196843 -0.292 -3.642 0.391 -0.23
O 4.673328 -1.463355 -1.174991 -1.186 -0.589 1.484 -0.17
N 5.853588 -2.024172 -0.857849 2.045 3.482 -2.801 -0.03
O 6.688866 -1.377540 -1.514293 -1.220 -2.759 2.088 -0.04
C 3.595318 1.106880 -0.500685 0.677 2.616 -1.295 -0.20
C 3.031703 1.230032 -2.044777 3.491 -3.933 -4.443 -0.58
O 3.484244 0.558986 -3.105926 -3.064 4.550 6.816 -0.11
Cl 1.648365 2.476860 -2.367711 1.355 -1.181 0.488 0.47
O 1.587659 -0.387734 -0.788550 -2.772 -0.875 2.126 -0.33
C 0.449419 -1.267260 -0.473709 0.939 -2.011 -1.347 -0.12
C 0.382143 -1.665452 1.110374 0.246 1.232 0.622 -0.36
C -0.113083 -3.217950 1.282772 0.429 -0.208 0.641 -0.14
C 1.062522 -4.349298 1.145986 -0.735 -1.067 0.430 -0.18
C 0.411976 -5.594962 0.260616 -0.976 0.443 -0.396 -0.25
C 0.172555 -5.186336 -1.336217 0.409 -0.799 0.234 -0.15
C -0.543031 -0.819932 2.160280 -0.392 0.137 0.534 -0.11
C -2.154393 -1.071778 2.058239 -0.715 1.283 0.652 -0.07
C -2.851355 -0.467062 0.662529 2.982 -1.596 1.746 -0.20
F -1.981496 0.645249 0.217666 -3.376 -3.270 0.521 0.03
F -2.868150 -1.640676 -0.277756 -0.467 3.984 1.896 -0.02
C -4.335078 0.056101 1.108089 0.811 0.348 3.637 -0.22
F -5.008421 -0.894641 2.070851 2.559 2.980 -3.308 0.00
F -4.142021 1.350766 1.851673 -0.446 -4.746 -2.045 0.00
S -5.556485 0.355394 -0.266457 -3.248 2.869 -1.671 1.09
F -6.833124 0.360464 0.929605 2.296 -0.351 -2.703 -0.21
F -5.400130 2.064689 0.073387 -0.739 -3.152 -1.501 -0.22
F -4.368805 0.575809 -1.475739 -2.310 -1.043 2.566 -0.18
F -5.776048 -1.317016 -0.612427 0.653 3.751 0.777 -0.18
F -6.746745 0.750446 -1.442003 2.496 -1.089 2.408 -0.19
O 1.772982 -1.356643 1.582386 -1.652 -1.025 -1.358 -0.28
H 4.055616 3.641206 3.373521 1.164 -3.130 -1.246 0.04
H 5.223951 -0.570354 1.253967 -2.108 0.708 1.064 0.08
H 4.043285 -0.957183 2.689566 0.308 1.367 -1.638 0.10
H 1.735813 0.908386 2.287143 0.542 0.131 -1.779 0.06
H 2.905123 -2.567929 -0.722206 1.336 1.878 0.992 0.11
H 4.100674 -2.361037 0.722904 -0.816 1.088 -2.099 0.11
H 4.784822 1.031796 -0.437108 -2.642 -0.053 -0.845 0.12
H 3.344639 2.156747 0.009975 0.445 -2.520 -1.204 0.10
H -0.519773 -1.008002 -1.074045 1.742 0.113 1.606 0.13
H 0.749540 -2.311115 -0.968421 -0.605 1.835 0.968 0.11
H -0.987509 -3.452154 0.524956 1.835 0.673 1.378 0.11
H -0.585655 -3.358022 2.369489 1.035 0.396 -2.312 0.12
H 2.088369 -3.964072 0.737740 -2.172 -0.608 0.543 0.10
H 1.278987 -4.772741 2.239442 -0.382 0.931 -2.374 0.12
H 1.012410 -6.596419 0.343359 -0.964 1.998 -0.223 0.10
H -0.683599 -5.814229 0.680443 2.393 0.425 -0.614 0.11
H -0.492841 -4.229839 -1.465649 1.528 -1.753 0.332 0.06
H 1.235753 -5.064561 -1.831913 -2.265 0.020 0.826 0.08
H -0.393657 -6.060402 -1.902811 1.230 1.719 1.241 0.07
H -0.363526 0.341182 2.168193 -0.221 -2.369 -0.423 0.12
H -0.221371 -1.190656 3.249582 -0.754 0.679 -2.398 0.15
H -2.646687 -0.423404 2.931768 1.123 -1.417 -1.800 0.12
H -2.509888 -2.170928 2.243197 0.719 2.121 -0.728 0.13
C -5.349782 5.156312 -2.161551 -0.563 -0.120 -0.290 -0.19
C -4.024145 4.483444 -1.915240 0.289 -0.394 0.432 -0.19
C -3.059977 5.418170 -2.612598 0.347 0.104 -0.286 -0.20
O -3.624231 6.734293 -2.531581 -0.291 -0.209 0.094 -0.14
C -4.981067 6.621488 -2.080466 0.157 0.389 0.126 -0.21
H -6.126449 4.872049 -1.447085 0.074 0.040 -0.076 0.11
H -5.706309 4.915857 -3.170217 -0.017 0.030 0.111 0.12
H -3.812832 4.463186 -0.839594 0.007 -0.068 -0.127 0.12
H -3.973868 3.459088 -2.292973 0.031 0.129 0.065 0.11
H -2.956248 5.163740 -3.672725 0.066 -0.086 0.023 0.12
H -2.066896 5.414499 -2.154080 -0.105 0.100 -0.086 0.12
H -5.020676 6.983748 -1.047398 -0.117 0.007 0.015 0.12
H -5.628132 7.252021 -2.696441 0.135 0.035 0.018 0.11
C 5.495821 -1.111897 -7.318219 -0.303 0.028 -0.542 -0.19
C 5.499967 -0.459572 -5.959842 0.210 0.517 0.294 -0.18
C 5.173875 -1.622849 -5.048748 -0.335 -0.095 0.540 -0.20
O 5.703047 -2.801006 -5.672486 0.131 0.147 -0.510 -0.14
C 6.080954 -2.474301 -7.016986 0.203 -0.371 0.246 -0.22
H 6.064071 -0.561134 -8.072030 -0.038 -0.079 0.035 0.11
H 4.464671 -1.218651 -7.675531 0.110 0.010 -0.011 0.11
H 6.503004 -0.078411 -5.734648 -0.109 -0.002 0.018 0.12
H 4.791117 0.367088 -5.866677 0.085 -0.147 0.091 0.11
H 4.091722 -1.756326 -4.946316 0.036 0.136 0.089 0.12
H 5.607305 -1.508199 -4.051023 -0.105 -0.082 -0.128 0.10
H 7.175358 -2.454289 -7.060713 0.044 0.007 -0.130 0.11
H 5.718475 -3.247347 -7.700140 0.030 -0.050 0.107 0.11
C -3.792063 2.055995 6.172125 -0.523 0.185 -0.366 -0.18
C -3.519059 1.333216 7.465876 0.087 0.143 0.629 -0.19
C -2.794628 0.093184 6.989263 0.141 -0.415 -0.164 -0.21
O -2.086835 0.457456 5.796174 -0.308 0.141 0.180 -0.15
C -2.548574 1.746068 5.367795 0.443 0.079 -0.200 -0.20
H -3.963677 3.128291 6.295454 0.034 -0.118 -0.051 0.12
H -4.671783 1.621403 5.682676 0.077 0.092 0.020 0.12
H -2.853299 1.936507 8.094273 -0.084 -0.085 -0.021 0.12
H -4.419951 1.106279 8.041556 0.109 -0.006 -0.051 0.11
H -3.499429 -0.703783 6.729527 -0.035 -0.034 0.104 0.12
H -2.090237 -0.292320 7.732015 0.011 -0.001 -0.161 0.12
H -1.753055 2.470825 5.572513 -0.053 0.060 -0.081 0.12
H -2.738022 1.730696 4.290965 0.098 -0.067 0.068 0.10
```
Forces are in eV/Å.

E   -106802.55519 eV
Kohn-Sham gap   0.1810 hartree
Maximum force   9.648 eV/A
Lowest unoccupied orbital energy   -0.87 eV
2S+1   1
Net charge   -1

***

The following is a quantum chemistry calculation of C28H47CsF4N5OSbTe as an isolated structure, from the Open Molecules 2025 dataset.

```
88
Properties=species:S:1:pos:R:3:forces:R:3:lowdin_charge:R:1
Cs -0.017889 0.903148 -0.518634 -1.174 -0.213 0.338 0.64
C -0.994395 4.037173 2.664000 -0.006 0.146 -0.027 -0.09
C -0.314050 2.799520 3.217560 0.096 -0.004 0.228 -0.27
N -1.050666 1.573458 2.981473 0.006 0.150 -0.130 -0.20
C -0.214549 0.417579 3.234458 0.270 -0.019 0.160 -0.28
C -0.833271 -0.881460 2.745451 -0.152 -0.150 -0.030 -0.10
C -2.337648 1.519050 3.661247 -0.026 0.084 0.072 -0.19
C -3.547544 1.873396 2.793816 0.062 0.086 0.349 -0.26
N -3.612484 0.978119 1.674192 0.172 0.044 0.208 0.05
C -4.600947 1.089592 0.834926 0.053 -0.339 -0.436 -0.24
C -4.591799 0.225251 -0.320882 0.255 0.021 0.141 -0.16
F -3.529749 -0.623256 -0.467404 -0.341 0.189 0.024 0.00
C -5.554685 0.233975 -1.280158 -0.018 0.111 0.118 -0.28
F -5.424181 -0.620092 -2.308343 0.037 -0.405 -0.582 0.05
C -6.657784 1.084951 -1.260681 0.134 -0.094 0.047 0.00
C -6.700152 1.926214 -0.168158 0.230 -0.091 0.117 -0.27
F -7.738501 2.781034 -0.056435 -0.332 0.278 0.052 0.05
C -5.750121 1.944104 0.827964 -0.121 -0.110 -0.248 -0.15
F -5.959146 2.813349 1.851836 -0.051 0.258 0.257 0.03
H -0.316593 4.890501 2.723162 0.021 0.012 0.006 0.07
H -1.898808 4.290787 3.215618 -0.046 -0.015 0.053 0.06
H -1.273778 3.897570 1.619526 0.038 -0.051 -0.035 0.08
H -0.126574 2.946971 4.307973 -0.041 -0.032 -0.165 0.12
H 0.670584 2.689229 2.754174 -0.046 0.020 -0.056 0.11
H 0.060618 0.329172 4.308342 -0.066 0.042 -0.077 0.12
H 0.726005 0.593102 2.704453 0.034 -0.083 -0.037 0.09
H -1.441641 -1.397129 3.491342 0.036 0.102 0.095 0.06
H -0.045952 -1.565991 2.443079 0.119 -0.173 -0.099 0.05
H -1.500878 -0.683577 1.907418 -0.010 0.016 -0.136 0.04
H -2.309966 2.168072 4.556400 -0.067 0.004 -0.037 0.11
H -2.494476 0.502137 4.025997 -0.019 -0.022 -0.037 0.10
H -3.493534 2.928139 2.492769 0.060 -0.017 -0.041 0.10
H -4.427406 1.806668 3.457773 0.044 -0.028 -0.030 0.11
H -7.407990 1.077582 -2.031429 -0.060 0.016 -0.043 0.10
C -0.013056 -0.414197 -4.661928 -0.031 0.016 -0.032 -0.46
Te -1.750473 -0.728033 -3.474280 -0.217 -0.291 0.077 1.11
C -2.505834 1.240913 -3.786410 0.072 -0.059 -0.091 -0.46
H 0.565502 0.419494 -4.273250 0.049 0.048 0.002 0.00
H -0.297751 -0.233491 -5.694277 0.048 0.029 -0.059 -0.01
H 0.582029 -1.320546 -4.600951 0.052 -0.065 -0.003 -0.02
H -2.920523 1.333697 -4.785889 -0.003 0.071 -0.031 -0.01
H -1.703019 1.958486 -3.639571 0.022 0.097 0.001 -0.01
H -3.284478 1.412731 -3.050558 -0.106 0.019 0.098 -0.01
C 3.321064 4.970595 -1.730849 -0.280 -0.145 0.108 -0.40
Sb 2.695396 2.887376 -0.859196 0.638 0.200 -0.065 1.08
C 4.389027 3.212849 0.437644 -0.104 0.140 -0.071 -0.34
C 3.571657 2.143966 -2.710785 -0.112 0.093 0.077 -0.35
H 4.363299 5.039445 -2.044864 0.193 0.015 -0.042 -0.04
H 3.125303 5.713892 -0.950750 0.021 0.110 -0.030 -0.05
H 2.672255 5.179315 -2.587415 -0.015 0.097 -0.064 -0.05
H 5.286566 3.267629 -0.174457 0.118 0.016 -0.059 -0.01
H 4.494083 2.422630 1.171070 -0.024 -0.116 0.126 -0.01
H 4.238634 4.182001 0.914477 0.047 0.017 0.073 -0.02
H 4.632132 2.393605 -2.724479 0.097 -0.005 0.001 -0.01
H 3.093811 2.658304 -3.545044 -0.045 -0.005 -0.082 -0.02
H 3.445003 1.066837 -2.784709 -0.013 -0.105 -0.050 -0.02
C 1.557163 -3.756025 0.409569 0.233 0.117 0.187 -0.06
N 1.043267 -3.681147 -0.937443 -0.156 0.000 -0.152 -0.12
C 1.935563 -3.045823 -1.897453 0.060 0.001 0.010 -0.01
C -0.248176 -3.917937 -1.266299 -0.350 -0.294 -0.310 -0.49
O -0.745576 -3.589899 -2.344293 0.211 0.007 0.312 -0.04
N -1.034640 -4.587811 -0.288189 0.352 0.214 -0.178 -0.16
C -2.451008 -4.551630 -0.577262 -0.225 0.020 0.017 -0.07
C -0.606948 -5.910123 0.125256 0.154 -0.063 -0.082 -0.08
H 2.119695 -2.839662 0.604507 -0.114 -0.179 0.069 0.05
H 2.259640 -4.590970 0.525607 -0.063 -0.015 0.020 0.09
H 0.744618 -3.850352 1.125194 0.013 0.015 -0.004 0.09
H 2.885881 -3.584221 -1.931428 -0.042 -0.088 -0.010 0.09
H 2.180023 -2.023086 -1.597294 -0.122 0.073 0.058 0.09
H 1.470806 -3.045037 -2.878301 -0.015 -0.026 0.014 0.07
H -2.769559 -3.527124 -0.730820 -0.079 0.109 -0.049 0.09
H -2.983790 -4.958698 0.285681 0.013 0.032 -0.041 0.08
H -2.714222 -5.132483 -1.470279 0.011 -0.010 0.019 0.09
H 0.467009 -5.951864 0.275869 0.042 0.008 -0.015 0.07
H -0.875401 -6.669362 -0.624702 -0.010 -0.012 0.008 0.09
H -1.088368 -6.178791 1.067718 -0.031 0.033 -0.001 0.08
N 2.580879 0.795555 -0.016916 0.031 0.269 -0.017 -0.50
C 3.579943 -0.022899 0.197745 0.153 0.068 0.072 -0.56
C 3.461215 -1.111569 1.136825 -0.319 0.229 0.334 -0.13
C 4.432557 -2.052862 1.350519 0.210 -0.207 0.193 -0.18
C 5.655849 -1.999048 0.679346 0.129 -0.238 0.083 -0.19
C 5.848274 -0.918916 -0.182988 0.360 -0.065 -0.165 -0.16
C 4.886495 0.032853 -0.409037 0.005 0.043 -0.185 -0.09
H 2.538200 -1.123029 1.717218 0.053 -0.068 -0.035 0.08
H 4.245494 -2.848515 2.073589 0.039 0.034 -0.048 0.09
H 6.430270 -2.739023 0.849246 -0.020 0.025 -0.018 0.06
H 6.800343 -0.815322 -0.704160 -0.027 -0.042 0.050 0.08
H 5.103823 0.839012 -1.093412 0.008 0.102 -0.041 0.06
```
Forces are in eV/Å.

E   -64541.88326 eV
Kohn-Sham gap   0.1547 hartree
Relative energy (zero: lowest compared OMol25 entry of this formula, charge and spin)   2.87 kcal per mole
Maximum force   1.240 eV/A
Lowest unoccupied orbital energy   3.70 eV
2S+1   1
Net charge   -2